This record from the OMol25 dataset describes a cluster of 3 separate species, C36H60BBr2F3NO17P2 in total in a non-equilibrium geometry. The level of theory is ωB97M-V with the def2-TZVPD basis set.

Summary:
Gap between HOMO and LUMO   6.631 eV
LUMO level   -4.6 eV

```
! RIJCOSX wB97M-V def2-TZVPD def2/J DEFGRID3
* xyz 1 1
C -1.00366 1.65881 -3.25975
C 0.56847 1.72211 -2.95264
O 1.18695 0.67334 -3.71193
C 1.64112 1.12349 -5.01049
C 1.37629 -0.08093 -6.00437
O 2.32892 -1.13057 -5.81325
C 1.83054 -2.19703 -5.00919
C 2.39125 -2.18544 -3.52405
O 2.79180 -3.48539 -3.05314
C 1.72821 -4.21836 -2.45705
C 1.69719 -4.14714 -0.89643
C 2.96797 -4.49292 -0.22315
C 4.26092 -4.89403 -0.97527
O 5.18121 -4.12975 -0.90587
O 4.34048 -6.08836 -1.65760
C 5.38128 -6.04492 -2.65123
O 6.62400 -6.38864 -2.02548
C 7.68362 -6.33453 -2.90395
F 7.38328 -6.71300 -4.18140
F 8.64229 -7.18267 -2.41449
F 8.19311 -5.06342 -2.93914
C 2.99091 -4.44084 1.24435
Br 4.66717 -4.84906 2.13684
C 1.76476 -4.09797 1.97520
B 1.90713 -4.07160 3.61254
O 1.70396 -2.90765 4.36487
O 2.27432 -5.26416 4.21017
C 2.81313 -5.09601 5.55177
C 4.23710 -4.43804 5.60802
N 0.56253 -3.81134 1.32368
C -0.63961 -3.51552 2.15116
O -0.56261 -2.22094 2.76395
C -1.19951 -1.24576 1.97264
C -2.66222 -1.15246 1.89372
C -3.30665 -0.11576 1.08657
C -2.44209 0.83364 0.38260
C -0.98475 0.74493 0.48132
C -0.31712 -0.29734 1.26467
C 0.53378 -3.81267 -0.07059
Br -1.09343 -3.36283 -1.06709
H -1.19905 0.64704 -3.69769
H -1.26961 2.49822 -3.95497
H -1.54222 1.72629 -2.28098
H 0.99079 2.73241 -3.19078
H 0.79872 1.51288 -1.87336
H 1.05080 2.03770 -5.27604
H 2.74807 1.28804 -4.93731
H 0.30551 -0.40907 -5.97568
H 1.54618 0.34371 -7.03803
H 0.71035 -2.23550 -4.93671
H 2.16545 -3.15861 -5.50171
H 1.69882 -1.68314 -2.79438
H 3.32145 -1.54586 -3.54212
H 0.77591 -3.93561 -2.96731
H 1.91341 -5.30340 -2.71946
H 5.06749 -6.79664 -3.42952
H 5.43246 -5.05729 -3.18237
H 2.12327 -2.13311 3.95219
H 2.93576 -6.13894 5.96558
H 2.07307 -4.59394 6.23726
H 5.03042 -5.05931 5.10766
H 4.52947 -4.41237 6.69924
H 4.25830 -3.36934 5.26746
H -1.59064 -3.52077 1.56614
H -0.78552 -4.28290 2.96493
H -3.33106 -1.86140 2.44923
H -4.41715 -0.04991 1.03152
H -2.89056 1.64544 -0.23558
H -0.35228 1.49716 -0.03648
H 0.78793 -0.40809 1.35715
O -5.24590 -1.44893 5.57173
P -5.50670 -1.25063 7.05256
O -4.92919 0.29676 7.17429
C -5.32313 1.29399 6.23976
C -6.68075 1.86870 6.59088
O -4.18079 -2.09818 7.58237
C -3.82036 -3.30652 6.91681
C -2.59732 -3.06779 6.05230
O -6.02868 -1.21057 8.64068
C -5.26849 -0.57649 9.67532
C -5.98154 0.69443 10.12750
H -5.31958 0.90993 5.21777
H -4.56981 2.08468 6.28114
H -7.43338 1.07877 6.66498
H -6.99877 2.59120 5.83684
H -6.64443 2.37458 7.55698
H -4.65170 -3.69096 6.32274
H -3.59364 -4.05482 7.68028
H -2.73288 -2.21232 5.38806
H -2.37310 -3.94981 5.44365
H -1.72945 -2.84698 6.67674
H -4.24499 -0.36908 9.36969
H -5.21686 -1.28343 10.50561
H -6.87261 0.89685 9.53355
H -5.31590 1.55715 10.05518
H -6.28701 0.61548 11.17271
O 0.91669 5.16726 -5.51647
P 0.85907 6.53579 -6.17003
O 0.51548 7.41620 -4.80933
C 1.26173 7.22564 -3.61432
C 2.57529 7.98007 -3.66179
O -0.66596 6.36890 -6.80172
C -1.04633 5.11643 -7.37017
C -1.98703 4.39202 -6.42764
O 1.00447 7.93611 -7.07263
C 0.13525 9.05793 -6.88114
C 0.91349 10.20426 -6.24193
H 1.43271 6.16621 -3.41261
H 0.65051 7.60761 -2.79271
H 3.15957 7.69453 -4.54098
H 3.16512 7.78148 -2.76484
H 2.39771 9.05479 -3.72467
H -0.16989 4.50562 -7.59580
H -1.55369 5.31814 -8.31659
H -1.57280 4.32138 -5.42044
H -2.19798 3.38150 -6.78947
H -2.93054 4.93419 -6.34277
H -0.74677 8.80367 -6.29693
H -0.21310 9.35810 -7.87122
H 1.93699 9.91871 -5.99953
H 0.42323 10.54011 -5.32569
H 0.95619 11.06433 -6.91310
*
```


This record from the OMol25 dataset describes a cluster of 11 separate species, C36H60Cl2O30 in total in a non-equilibrium geometry. The level of theory is ωB97M-V with the def2-TZVPD basis set.

Summary:
Gap between HOMO and LUMO (alpha / beta)   1.837 / 10.351 eV
LUMO level (alpha / beta)   1.8 / 1.8 eV

```
! RIJCOSX wB97M-V def2-TZVPD def2/J DEFGRID3
* xyz -1 2
Cl -10.31927 23.06442 9.20072
C -11.77091 23.87745 9.80063
C -12.68822 23.01925 10.65906
Cl -12.25800 23.25691 12.45304
H -12.23926 24.08650 8.83884
H -11.50223 24.87859 10.13770
H -12.55242 21.97887 10.36360
H -13.73974 23.30258 10.61321
C -7.83351 25.94725 9.81467
C -8.81028 27.13977 9.54957
O -7.98261 28.06703 8.85413
C -6.69390 27.58441 8.79880
O -5.80077 27.96574 8.12213
O -6.64222 26.47725 9.51545
H -7.92593 25.00538 9.27389
H -7.94986 25.67525 10.86376
H -9.04075 27.64165 10.48930
H -9.70472 26.78732 9.03592
C -6.53395 20.76260 9.86487
C -7.10273 22.12314 9.59381
O -6.38045 22.97912 10.34134
C -5.15222 22.41827 10.44329
O -4.12152 23.03768 10.71273
O -5.21709 21.06848 10.22511
H -6.58330 20.17723 8.94671
H -7.08131 20.23914 10.64875
H -8.16357 22.11013 9.84394
H -6.99830 22.33281 8.52928
C -15.26701 19.66021 10.96716
C -15.12802 18.64097 12.02047
O -16.48019 18.37723 12.51864
C -17.26859 19.12773 11.90054
O -18.46436 19.09143 12.05540
O -16.58601 20.02231 11.13107
H -14.94093 19.33953 9.97776
H -14.78310 20.60251 11.22408
H -14.44278 18.88076 12.83353
H -14.74188 17.74364 11.53695
C -12.89513 28.38318 6.29593
C -13.29359 27.22906 5.35227
O -12.37849 26.15123 5.54745
C -11.49275 26.50753 6.47175
O -10.66321 25.79468 7.02123
O -11.66577 27.74245 6.81527
H -13.69670 28.59958 7.00216
H -12.53520 29.30066 5.83034
H -13.01175 27.56433 4.35413
H -14.35259 26.98287 5.42970
C -8.46590 22.86835 5.91680
C -9.96003 22.62168 5.88360
O -10.04957 21.36766 6.40557
C -8.90045 20.73550 6.29170
O -8.76051 19.52363 6.36105
O -7.89622 21.60734 5.95556
H -8.06162 23.40267 6.77655
H -8.26420 23.35880 4.96450
H -10.26945 22.63983 4.83859
H -10.62138 23.36155 6.33451
C -10.17356 25.43321 14.26322
C -9.83881 24.28404 15.18839
O -9.00267 23.50896 14.50743
C -8.86143 23.94121 13.20726
O -8.14439 23.42269 12.32238
O -9.41339 25.16495 13.10659
H -9.95069 26.47326 14.50142
H -11.23639 25.43318 14.02141
H -10.69022 23.85848 15.71952
H -9.20763 24.82028 15.89703
C -18.90260 20.49968 7.51045
C -17.57870 20.93737 8.18320
O -16.74749 21.47261 7.12102
C -15.71374 22.19423 7.32825
O -15.21214 22.49494 8.43963
O -15.29488 22.64287 6.11463
C -14.12723 23.43344 5.96752
H -19.60000 20.27866 8.31846
H -18.92873 19.55466 6.96793
H -19.30462 21.34824 6.95688
H -17.10328 20.15631 8.77652
H -17.76486 21.80736 8.81292
H -14.18766 24.39763 6.47229
H -13.87995 23.58192 4.91638
H -13.25563 22.94243 6.40034
C -16.01520 20.82319 15.19687
C -15.25607 19.63262 15.69069
O -13.90761 20.03188 15.65435
C -12.92276 19.42965 16.44341
O -13.08685 18.54053 17.22719
O -11.70131 19.95975 16.35983
C -11.42598 21.03009 15.51211
H -17.09029 20.68948 15.31691
H -15.74380 21.21956 14.21844
H -15.87151 21.78531 15.68859
H -15.42122 18.88130 14.91847
H -15.48274 19.21699 16.67251
H -11.30607 22.02057 15.95105
H -12.11398 21.34928 14.72925
H -10.41413 20.85185 15.14807
C -17.41169 25.20527 10.58262
C -17.26935 25.76993 9.16701
O -15.93531 25.64151 8.72907
C -14.98572 26.51556 8.85844
O -13.91051 26.34036 8.32416
O -15.35725 27.44817 9.80494
C -14.44080 28.37032 10.23173
H -18.32478 25.49089 11.10492
H -16.61143 25.59201 11.21359
H -17.37125 24.11760 10.52411
H -17.51105 26.83208 9.20575
H -17.93091 25.28101 8.45189
H -14.89922 29.13484 10.85898
H -14.05581 28.92262 9.37449
H -13.69901 27.99363 10.93597
C -11.85303 18.17374 8.85793
C -11.37188 19.06150 10.02845
O -11.98374 18.70203 11.20125
C -11.67649 17.59943 11.92370
O -11.12541 16.55511 11.48117
O -12.18095 17.85895 13.15721
C -11.93754 16.98726 14.27079
H -12.91800 18.24231 9.07984
H -11.64587 17.11936 9.04090
H -11.47816 18.35205 7.85007
H -11.67250 20.06704 9.73412
H -10.29065 18.93930 10.09247
H -11.14513 17.49014 14.82512
H -11.79226 15.94461 13.98815
H -12.83039 17.18435 14.86412
*
```


This record from the OMol25 dataset describes a cluster of 19 separate species, C36H61BBrCl38FI2N2O5P in total in a non-equilibrium geometry. The level of theory is ωB97M-V with the def2-TZVPD basis set.

Summary:
Gap between HOMO and LUMO   6.381 eV
LUMO level   -3.4 eV

```
! RIJCOSX wB97M-V def2-TZVPD def2/J DEFGRID3
* xyz 1 1
C 1.19373 1.57228 1.75261
C 0.32753 2.58384 1.00516
F -0.36642 3.36737 1.92408
C -0.70333 2.00512 -0.00062
C -0.70587 0.49667 -0.11616
N -0.02425 -0.17259 -0.97019
C 0.87588 0.26987 -2.02680
B 2.37886 0.60036 -1.52574
O 2.77381 1.92873 -1.57743
O 3.30806 -0.33531 -1.09085
C -0.24688 -1.61136 -0.80420
C -1.09910 -1.89081 0.47188
C -2.17819 -2.90823 -0.04317
I -1.19034 -4.83317 -0.33183
C -3.43794 -3.12628 0.90698
C -4.71800 -2.76676 0.07014
I -3.72698 -5.23799 1.41712
P 0.05816 -2.26191 1.94282
O 1.23923 -3.32191 1.40535
Br -1.06842 -3.42655 3.53996
C -1.62418 -0.37099 0.80299
O -1.43020 -0.24609 2.19492
N -1.80188 1.02300 2.69069
O -1.98722 0.97068 3.83864
C -3.02756 -0.02729 0.27987
C -4.09176 0.34587 1.11984
C -5.38003 0.69146 0.67622
C -5.63783 0.63704 -0.70790
C -4.59796 0.24111 -1.58167
C -3.30184 -0.07635 -1.12738
H 0.65927 0.97290 2.50070
H 1.94998 2.14616 2.30874
H 1.75580 0.88370 1.10542
H 0.99702 3.26101 0.45875
H -1.70904 2.32063 0.31527
H -0.54273 2.43205 -1.00450
H 0.43742 1.16823 -2.49078
H 0.92457 -0.49080 -2.82419
H 2.53230 2.27202 -2.45147
H 3.13938 -0.53427 -0.15755
H -0.42165 -2.22365 -1.69849
H 0.75977 -1.98403 -0.49495
H -2.46040 -2.61840 -1.06130
H -3.42986 -2.50262 1.80589
H -5.17512 -1.83468 0.41574
H -4.50099 -2.67959 -1.00355
H -5.46808 -3.55973 0.16651
H 1.79610 -3.47420 2.18509
H -3.90878 0.38246 2.19650
H -6.14175 0.99670 1.39278
H -6.60765 0.89218 -1.13081
H -4.80272 0.18342 -2.66329
H -2.54623 -0.38084 -1.85306
C 1.77945 -0.40828 4.86528
Cl 1.64949 -0.06459 6.58376
Cl 1.65997 -2.14183 4.52590
H 0.97286 0.10395 4.34839
H 2.74278 -0.04655 4.50526
C 1.66838 6.79189 -0.40835
Cl 1.46289 8.36584 -1.18143
Cl 2.42650 5.62998 -1.51810
H 2.30389 6.90400 0.45564
H 0.69633 6.41290 -0.11477
C 0.46687 4.33702 4.87047
Cl 1.10336 3.01800 5.86392
Cl 1.08800 5.90954 5.39293
H 0.74632 4.17027 3.83740
H -0.61451 4.34633 4.96777
C 0.65927 -9.02559 0.31878
Cl 0.66658 -10.32574 -0.87596
Cl -0.44064 -7.71545 -0.16980
H 0.33011 -9.43433 1.27393
H 1.66398 -8.62670 0.40784
C 1.24592 -5.40399 6.22811
Cl 2.38116 -5.33005 4.87325
Cl -0.00236 -6.62318 5.95377
H 1.79357 -5.65752 7.12923
H 0.77273 -4.43324 6.33849
C -4.81497 0.16854 -6.39313
Cl -4.87894 0.40964 -4.63310
Cl -4.93955 -1.54226 -6.79533
H -5.64246 0.69760 -6.85359
H -3.87326 0.56492 -6.76322
C -0.94905 7.24461 2.75317
Cl 0.65465 7.79155 2.25213
Cl -1.86882 6.59737 1.38570
H -0.83411 6.46749 3.49872
H -1.48907 8.08631 3.17237
C 2.75647 0.28823 -5.64436
Cl 2.45067 1.82444 -4.80365
Cl 2.09225 0.29416 -7.27419
H 3.82851 0.13591 -5.70330
H 2.29540 -0.51735 -5.08231
C -2.06376 -7.22133 9.17185
Cl -0.54576 -7.63199 9.98023
Cl -3.22332 -6.49624 10.29040
H -1.85486 -6.51364 8.37736
H -2.49473 -8.12731 8.76016
C -8.19170 -3.13755 2.78535
Cl -6.66349 -3.83763 3.35045
Cl -7.98103 -2.04965 1.40953
H -8.85297 -3.94459 2.49032
H -8.63435 -2.57464 3.59949
C -2.08146 -3.62711 -5.46535
Cl -3.37466 -4.26356 -4.44797
Cl -0.72220 -3.06546 -4.47997
H -1.73662 -4.41818 -6.12209
H -2.45840 -2.79385 -6.04849
C -1.40908 2.30323 -9.30153
Cl -2.72921 1.52434 -8.40652
Cl -1.32107 1.71448 -10.96081
H -1.58609 3.37668 -9.31728
H -0.47449 2.08376 -8.80066
C 2.80328 -8.83525 3.58781
Cl 4.02723 -8.74755 2.31173
Cl 1.51141 -9.96520 3.17449
H 3.27793 -9.16562 4.50524
H 2.37224 -7.85260 3.72466
C 4.35902 6.29594 -3.65217
Cl 4.10485 7.75641 -4.61258
Cl 5.15989 5.02868 -4.59238
H 4.98089 6.54237 -2.79851
H 3.39612 5.92698 -3.31705
C 6.04862 0.17465 3.76250
Cl 4.54455 1.07613 4.01699
Cl 5.85261 -1.06005 2.51521
H 6.82231 0.86834 3.45256
H 6.32697 -0.30641 4.69356
C -0.90865 6.16202 -11.18929
Cl -2.10984 5.50456 -10.06672
Cl 0.49020 5.09456 -11.34047
H -1.37031 6.27669 -12.16361
H -0.57618 7.12434 -10.81665
C 0.74020 11.76750 -2.10516
Cl 0.44490 12.46270 -0.50781
Cl -0.33033 12.46409 -3.32586
H 1.76872 11.96453 -2.38764
H 0.56555 10.69839 -2.05776
C 7.65461 -8.42915 1.73481
Cl 8.18886 -9.84627 2.64238
Cl 8.34839 -6.93810 2.38538
H 7.96501 -8.53738 0.70138
H 6.57440 -8.36404 1.79876
C 4.97990 4.93701 2.34812
Cl 3.41821 5.75875 2.51288
Cl 4.95432 3.71416 1.07110
H 5.73248 5.67635 2.09736
H 5.22454 4.46040 3.29183
*
```


Calculated molar mass (g/mol), listed in the same order as above: 1068.43 1043.75 2343.60
Calculated calculated total energy (eV), listed in the same order as above: -242084.0212 -124770.8006 -626309.8627